Computed, not measured: one molecule with the formula C19H28N2O3S2, with the ωB97M-V functional and the def2-TZVPD basis.

- Energy above the lowest of the compared OMol25 structures with the same formula, charge and spin: 106.8 kJ/mol
- SMILES: CSC1(C(=O)N2C[C@H]3CSC[C@@]3(C)C2)CN(C(=O)[C@@H]2CC3(CC3)CO2)C1
- HOMO: -0.313 Eh
- Energy: -50950.1519 eV

XYZ file:
```
54
Properties=species:S:1:pos:R:3:forces:R:3
C -1.019231 -0.721913 0.962704 0.044 0.014 0.000
S 0.060941 0.088933 -0.230321 0.006 0.002 -0.014
C -0.972118 -0.032485 -1.708600 -0.067 0.031 -0.043
C -1.210885 -1.483035 -2.122805 0.077 0.027 -0.095
O -2.224765 -2.062952 -1.774433 -0.014 0.019 0.004
N -0.285695 -2.055294 -2.942053 0.070 -0.148 0.061
C 1.119847 -1.695666 -3.072728 -0.033 0.113 0.016
C 1.902860 -2.960637 -2.672150 -0.036 -0.029 0.010
C 2.391868 -2.941172 -1.221340 -0.005 0.018 0.004
S 1.019899 -3.542041 -0.207689 -0.002 0.003 -0.020
C 0.680567 -4.793737 -1.463507 -0.003 0.006 -0.026
C 0.888882 -4.142666 -2.846648 0.006 0.057 0.002
C 1.359351 -5.193778 -3.846456 0.005 0.024 0.001
C -0.395059 -3.448137 -3.344426 -0.061 0.002 -0.002
C -2.294979 0.780511 -1.643775 0.060 -0.026 0.081
N -1.817257 1.564209 -2.775416 -0.075 -0.073 -0.069
C -2.449655 2.596268 -3.363460 0.131 0.045 0.018
O -3.519920 3.008522 -2.945835 -0.044 -0.044 -0.034
C -1.766141 3.245674 -4.572999 -0.047 0.211 0.071
C -2.793426 3.591352 -5.642836 -0.008 -0.091 -0.077
C -2.852923 2.291117 -6.432468 0.041 0.056 0.082
C -4.136283 1.537564 -6.599004 -0.021 -0.007 0.024
C -3.487644 2.208924 -7.782359 -0.005 0.001 -0.032
C -1.561961 1.548353 -6.100338 0.036 -0.010 0.001
O -0.827957 2.399656 -5.218759 -0.022 -0.047 -0.013
C -0.505501 0.926343 -2.841110 0.009 -0.007 0.051
H -0.483535 -0.711550 1.910470 -0.018 -0.011 0.009
H -1.951539 -0.170348 1.071826 -0.007 -0.008 -0.001
H -1.217802 -1.748804 0.667717 -0.002 -0.012 0.002
H 1.327613 -1.442653 -4.117492 0.017 0.014 -0.002
H 1.376449 -0.838832 -2.455309 0.009 -0.016 0.016
H 2.760804 -3.079357 -3.337074 -0.010 -0.033 -0.008
H 3.248174 -3.606918 -1.097285 0.005 0.005 0.008
H 2.677128 -1.944463 -0.886901 0.000 -0.002 0.003
H 1.370430 -5.631391 -1.338396 0.002 0.004 0.025
H -0.335605 -5.164287 -1.336452 0.007 -0.023 -0.001
H 0.614341 -5.985223 -3.956475 0.005 -0.005 -0.005
H 1.526834 -4.750903 -4.830053 0.000 -0.003 -0.003
H 2.291850 -5.654736 -3.516254 0.002 -0.002 -0.007
H -1.315278 -3.876271 -2.956077 0.017 -0.004 0.038
H -0.424673 -3.491215 -4.438735 -0.040 -0.004 -0.004
H -3.197697 0.207109 -1.843964 0.003 0.000 0.003
H -2.410524 1.364725 -0.730223 -0.033 0.022 -0.016
H -1.222844 4.123799 -4.217935 0.001 -0.029 0.051
H -3.747888 3.868088 -5.201314 -0.005 0.012 -0.011
H -2.425364 4.412277 -6.260027 0.026 -0.015 -0.006
H -4.095225 0.456665 -6.547567 0.006 -0.001 -0.007
H -5.034745 1.976169 -6.186595 -0.003 0.004 -0.007
H -3.947486 3.105573 -8.177101 -0.011 -0.002 0.006
H -3.017508 1.578840 -8.526671 -0.003 -0.007 0.003
H -1.775747 0.593413 -5.601402 -0.005 -0.006 -0.019
H -0.930979 1.359361 -6.969682 -0.011 0.000 -0.006
H 0.315066 1.587107 -2.552047 0.020 -0.013 -0.040
H -0.274272 0.452070 -3.790460 -0.013 -0.013 -0.023
```
Positions in Å, forces in eV/Å.